[1]
{"formula": "C28H54AlBBrCaF5N2NaO10S", "method": "ωB97M-V with the def2-TZVPD basis set", "charge": 1, "largest_force_ev_per_a": 6.6, "homo_energy_ev": -9.08, "symbols": ["C", "C", "C", "C", "C", "C", "C", "C", "C", "C", "C", "C", "C", "C", "C", "C", "O", "C", "C", "O", "S", "O", "O", "O", "C", "C", "C", "O", "H", "H", "H", "H", "H", "H", "H", "H", "H", "H", "H", "H", "H", "H", "H", "H", "H", "H", "H", "H", "H", "H", "H", "H", "H", "H", "H", "H", "H", "H", "H", "H", "H", "H", "H", "H", "H", "H", "H", "H", "H", "H", "Ca", "C", "O", "N", "N", "H", "H", "H", "H", "F", "C", "C", "C", "C", "C", "C", "H", "H", "H", "H", "H", "O", "H", "O", "H", "Al", "B", "F", "F", "F", "F", "O", "H", "Br", "Na"], "xyz": [[-2.473, 4.005, -0.582], [-1.607, 3.869, -1.976], [-2.621, 3.429, -3.166], [-1.849, 2.366, -4.151], [-2.541, 0.877, -4.066], [-2.498, 0.410, -2.522], [-2.925, -1.162, -2.299], [-2.376, -1.570, -0.831], [-1.011, -2.434, -0.814], [0.160, -1.909, -1.795], [1.400, -1.186, -1.057], [1.107, 0.347, -0.628], [2.391, 1.158, -0.082], [3.176, 0.433, 1.124], [2.344, -0.275, 2.310], [1.003, 0.544, 2.769], [-0.041, -0.492, 3.029], [-1.191, 0.092, 3.741], [-2.317, 0.500, 2.658], [4.095, -0.535, 0.481], [5.522, 0.285, -0.004], [5.536, 0.823, -1.450], [6.833, -0.516, 0.126], [5.363, 1.627, 1.054], [4.238, 1.360, 1.972], [3.723, 2.776, 2.553], [3.611, 2.726, 4.184], [4.256, 3.928, 4.755], [-1.700, 4.081, 0.282], [-3.121, 3.047, -0.474], [-3.089, 4.977, -0.617], [-0.790, 3.082, -1.755], [-1.187, 4.913, -2.238], [-2.859, 4.366, -3.813], [-3.629, 3.004, -2.766], [-1.966, 2.744, -5.248], [-0.710, 2.320, -3.901], [-1.857, 0.171, -4.665], [-3.621, 0.955, -4.474], [-1.396, 0.501, -2.146], [-3.122, 1.069, -1.803], [-4.086, -1.284, -2.408], [-2.343, -1.790, -3.081], [-3.199, -2.254, -0.356], [-2.348, -0.629, -0.140], [-1.252, -3.544, -1.003], [-0.589, -2.366, 0.275], [-0.184, -1.219, -2.648], [0.605, -2.860, -2.310], [1.806, -1.748, -0.137], [2.280, -1.175, -1.838], [0.745, 0.894, -1.593], [0.201, 0.335, 0.091], [3.085, 1.454, -0.972], [1.993, 2.179, 0.326], [2.997, -0.385, 3.276], [2.029, -1.359, 2.024], [0.577, 1.248, 1.965], [1.192, 1.182, 3.718], [-1.672, -0.670, 4.478], [-0.885, 1.032, 4.365], [-1.888, 0.965, 1.683], [-2.995, 1.305, 3.137], [-2.908, -0.472, 2.396], [4.785, 0.763, 2.816], [4.571, 3.548, 2.329], [2.772, 3.184, 2.052], [4.155, 1.785, 4.613], [2.504, 2.762, 4.548], [4.257, 3.754, 5.743], [0.857, -1.528, 4.553], [-2.254, 4.143, 3.856], [-2.210, 3.060, 4.424], [-3.333, 4.556, 3.158], [-1.227, 5.019, 3.879], [-3.389, 5.441, 2.686], [-4.123, 3.929, 3.118], [-0.402, 4.748, 4.392], [-1.243, 5.913, 3.420], [-0.815, -2.689, -4.400], [-0.139, -3.537, -5.188], [0.646, -3.036, -6.217], [1.350, -3.919, -7.035], [1.251, -5.297, -6.821], [0.456, -5.792, -5.789], [-0.240, -4.907, -4.963], [0.705, -1.964, -6.374], [1.979, -3.531, -7.844], [1.797, -5.983, -7.462], [0.377, -6.863, -5.627], [-0.857, -5.274, -4.148], [3.116, 0.149, -3.205], [3.632, 0.656, -2.589], [-2.069, -1.860, 6.947], [-2.765, -1.459, 7.453], [-2.045, -4.647, -6.189], [-2.581, -5.263, 7.545], [-3.175, -6.441, 8.119], [-3.583, -4.227, 7.424], [-1.512, -4.800, 8.393], [-2.056, -5.577, 6.237], [3.420, -3.172, 2.595], [3.913, -2.647, 1.976], [3.637, -2.603, -8.175], [-5.586, -1.939, -3.208]], "forces_ev_per_a": [[1.2690, 0.0601, -0.6491], [-1.7178, 0.2341, 0.9689], [1.1697, 0.1042, -0.7532], [-1.0521, 0.0157, -0.5524], [1.0917, 1.1416, 1.0839], [0.0516, -0.7043, -0.2423], [1.7952, 1.1539, 0.2939], [-1.5281, -0.9370, 0.5815], [0.1919, 0.8442, 0.5576], [1.0050, -0.7249, 0.1335], [0.5365, 0.5412, -0.3127], [-0.2466, -0.5474, -1.0974], [-1.1828, 0.9509, 0.6986], [1.2437, 0.8505, 0.8731], [-1.1697, -0.2100, 0.2820], [0.7261, 0.4885, -1.2022], [-0.0617, 1.9721, -0.2475], [-2.1546, 1.4862, -0.0362], [-0.2882, -0.2910, 0.3053], [1.3771, 1.4970, 0.2111], [4.8686, 0.0737, -4.4171], [-1.7491, -1.3252, 5.2230], [-5.5505, 2.4290, 1.3349], [-1.0542, -2.3540, -1.2007], [0.5504, 0.5001, -0.0200], [1.0206, 0.2261, 0.6584], [-0.0989, 0.3497, 0.0522], [-0.8025, -1.9468, 0.7387], [-1.5540, -0.1556, -1.2242], [0.9661, 1.8075, 0.0494], [0.6885, -1.7141, 0.1710], [-1.1953, 1.3577, -0.7471], [-0.2804, -1.9471, 0.5022], [0.2515, -1.6144, 1.2793], [1.8440, 0.6919, -0.6517], [0.3798, -0.7639, 1.9348], [-2.1301, -0.0441, -0.4154], [-1.3774, 0.8564, 0.7015], [1.7282, -0.3205, 0.5277], [-1.9792, -0.2394, -0.7188], [0.8820, -1.0301, -1.3281], [2.5110, 0.5043, 0.6801], [-1.4145, 0.9357, 1.1673], [1.4958, 1.1634, -0.5794], [0.1716, -1.6152, -1.4295], [0.3308, 1.7622, 0.1739], [-0.8265, -0.2771, -1.8961], [0.3656, -1.0295, 1.3992], [-0.7139, 1.7822, 0.9022], [-0.8288, 0.4353, -1.4464], [-1.3103, 0.2662, 1.1573], [0.7215, -0.8155, 1.6896], [1.4577, 0.2046, -0.8000], [-1.0484, -0.8669, 1.9199], [0.6741, -1.7306, -0.6983], [-0.6833, 0.1273, -1.9668], [0.7231, 1.6070, 0.2786], [0.7973, -1.0986, 1.2771], [-0.4357, -1.0659, -1.2868], [0.9286, 0.8088, -1.0875], [-0.3855, -1.5857, -1.2013], [-0.4016, -0.8560, 1.7643], [1.0805, -1.5416, -0.7169], [0.9844, 1.9100, 0.3763], [-1.6141, 0.7194, -1.3412], [-1.5220, -1.4333, 0.4044], [1.4083, -0.8349, 0.8212], [-1.0566, 1.4959, -0.8866], [1.7171, -0.3719, -0.7470], [0.1292, 0.5369, -1.6672], [1.0432, -2.3487, 1.4289], [-0.0647, 0.1100, 0.0616], [0.1748, -0.3601, 0.0387], [-0.8063, -0.1982, -0.3998], [0.9368, 0.1877, 0.1196], [0.0036, -0.0837, 0.0910], [0.1451, 0.2521, 0.0497], [-0.2369, 0.1910, -0.0752], [-0.0192, -0.0745, 0.0963], [-0.4264, -0.0234, 0.0153], [1.3968, 0.2891, -0.4466], [-0.4203, 0.1990, 0.1954], [-1.0797, -0.6703, 0.1813], [-0.2069, -0.2189, 0.2611], [0.4857, -0.2612, -0.5321], [-0.2340, -0.1638, 0.8312], [0.1220, -0.0322, 0.0208], [-0.4087, -0.0723, -0.0653], [-0.0514, 0.1222, 0.1000], [-0.0371, 0.1415, 0.0391], [0.2490, -0.0195, 0.3298], [-1.0956, -0.6976, -0.4861], [0.9700, 0.3941, 0.4249], [1.4108, -0.0534, -1.3085], [-0.7727, 0.1899, 0.5913], [-0.3542, -0.0738, -0.9580], [0.1805, -0.4037, 0.4497], [0.4965, 1.2107, -0.6368], [0.7328, -0.5477, -0.0160], [-0.8773, -0.3089, -0.8485], [-0.3368, 0.4118, 0.8057], [-1.5899, 0.1953, 1.1977], [0.5384, 0.4505, -0.5535], [1.0565, 0.6188, -0.2660], [-0.6440, -0.2510, -0.3436]], "lowdin_charge": [-0.14, -0.24, -0.22, -0.19, -0.19, -0.20, -0.20, -0.20, -0.17, -0.19, -0.17, -0.18, -0.09, -0.34, -0.10, -0.16, -0.47, -0.24, -0.06, -0.20, 0.90, -0.30, -0.27, -0.21, -0.24, -0.06, -0.23, -0.11, 0.06, 0.06, 0.08, 0.09, 0.12, 0.12, 0.10, 0.11, 0.12, 0.11, 0.11, 0.10, 0.11, 0.02, 0.10, 0.11, 0.10, 0.11, 0.12, 0.10, 0.12, 0.11, 0.11, 0.11, 0.09, 0.12, 0.12, 0.11, 0.09, 0.13, 0.12, 0.12, 0.13, 0.08, 0.08, 0.10, 0.17, 0.15, 0.12, 0.13, 0.11, 0.11, 1.70, -0.69, 0.00, 0.17, 0.16, 0.10, 0.11, 0.11, 0.10, 0.01, -0.45, 0.03, -0.14, -0.01, -0.09, -0.27, 0.14, -0.18, 0.13, 0.13, 0.12, -0.15, -0.10, -0.18, -0.05, 0.96, -1.10, 0.05, 0.05, 0.03, 0.02, -0.40, -0.14, -0.03, 0.84]}

***

[2]
{"formula": "C5H8N2", "method": "ωB97M-V with the def2-TZVPD basis set", "smiles": "Cc1cnn(C)c1", "largest_force_ev_per_a": 0.2, "homo_energy_ev": -8.85, "symbols": ["C", "C", "C", "N", "N", "C", "C", "H", "H", "H", "H", "H", "H", "H", "H"], "xyz": [[2.483, -0.233, 0.037], [1.026, 0.119, 0.069], [0.443, 1.347, 0.448], [-0.882, 1.318, 0.386], [-1.174, 0.083, -0.037], [-2.552, -0.324, -0.196], [-0.065, -0.669, -0.236], [3.093, 0.674, -0.017], [2.734, -0.854, -0.829], [2.786, -0.782, 0.937], [0.949, 2.258, 0.746], [-2.667, -0.892, -1.125], [-3.156, 0.582, -0.248], [-2.886, -0.935, 0.647], [-0.134, -1.693, -0.582]], "forces_ev_per_a": [[0.0560, -0.0070, -0.0004], [-0.1015, 0.0316, 0.0277], [0.0931, 0.0934, 0.0228], [0.1479, -0.1282, -0.0671], [0.0560, -0.0938, -0.0251], [-0.1012, -0.0054, -0.0614], [0.0197, 0.0389, 0.0069], [-0.0888, -0.1522, 0.0071], [-0.0568, 0.0904, 0.1211], [-0.0438, 0.0928, -0.1380], [-0.0940, -0.1493, -0.0179], [0.0086, 0.0848, 0.1533], [0.0615, -0.1232, 0.0035], [0.0430, 0.0724, -0.0832], [0.0003, 0.1548, 0.0509]], "lowdin_charge": [-0.06, -0.28, -0.13, 0.06, -0.23, -0.03, -0.05, 0.07, 0.07, 0.08, 0.11, 0.09, 0.09, 0.09, 0.13]}

***

[3]
{"formula": "C24H52LiN3O15", "method": "ωB97M-V with the def2-TZVPD basis set", "largest_force_ev_per_a": 1.6, "homo_energy_ev": -9.34, "symbols": ["Li", "N", "O", "O", "O", "C", "N", "O", "O", "H", "H", "H", "C", "N", "O", "O", "H", "H", "H", "C", "O", "C", "C", "O", "C", "H", "H", "H", "H", "H", "H", "H", "H", "H", "H", "C", "O", "C", "C", "O", "C", "H", "H", "H", "H", "H", "H", "H", "H", "H", "H", "C", "O", "C", "C", "O", "C", "H", "H", "H", "H", "H", "H", "H", "H", "H", "H", "C", "O", "C", "C", "O", "C", "H", "H", "H", "H", "H", "H", "H", "H", "H", "H", "C", "C", "C", "C", "C", "C", "H", "H", "H", "H", "H", "H"], "xyz": [[8.065, 2.104, 42.708], [7.515, 4.536, 43.167], [6.569, 3.712, 43.190], [8.674, 4.043, 43.201], [7.330, 5.753, 43.126], [3.978, 5.650, 44.708], [3.086, 4.487, 44.350], [2.023, 4.725, 43.819], [3.504, 3.371, 44.601], [3.797, 6.305, 43.856], [5.014, 5.334, 44.672], [3.537, 5.982, 45.643], [8.758, 8.727, 43.695], [9.782, 8.720, 42.635], [10.825, 8.154, 42.885], [9.562, 9.370, 41.640], [9.042, 9.448, 44.463], [8.824, 7.799, 44.265], [7.755, 8.854, 43.312], [5.284, 0.922, 42.791], [6.531, 0.546, 42.234], [6.543, 0.424, 40.829], [6.516, 1.766, 40.144], [7.644, 2.495, 40.590], [7.843, 3.743, 39.961], [4.557, 0.107, 42.725], [4.853, 1.795, 42.293], [5.433, 1.213, 43.825], [5.750, -0.213, 40.417], [7.470, -0.099, 40.585], [5.629, 2.333, 40.457], [6.484, 1.661, 39.055], [7.026, 4.429, 40.222], [7.926, 3.641, 38.879], [8.722, 4.206, 40.406], [7.420, 1.990, 45.871], [8.013, 1.497, 44.689], [9.289, 0.937, 44.899], [9.797, 0.127, 43.712], [9.615, 0.841, 42.502], [10.142, 0.247, 41.331], [7.861, 2.914, 46.253], [7.493, 1.249, 46.676], [6.370, 2.158, 45.640], [9.243, 0.183, 45.700], [10.014, 1.686, 45.231], [9.226, -0.805, 43.637], [10.858, -0.087, 43.872], [11.238, 0.233, 41.425], [9.871, 0.868, 40.486], [9.845, -0.803, 41.242], [12.290, 3.592, 41.261], [12.959, 4.272, 42.311], [12.059, 4.974, 43.122], [12.807, 5.673, 44.227], [13.516, 4.713, 44.991], [14.403, 5.325, 45.880], [13.006, 2.938, 40.765], [11.924, 4.344, 40.552], [11.480, 3.005, 41.706], [11.319, 4.313, 43.605], [11.417, 5.702, 42.609], [12.085, 6.247, 44.824], [13.551, 6.391, 43.858], [14.908, 4.585, 46.497], [13.904, 6.047, 46.539], [15.189, 5.877, 45.345], [4.687, 8.780, 43.336], [3.748, 8.129, 42.526], [4.295, 7.509, 41.378], [3.247, 6.672, 40.715], [2.374, 7.472, 39.944], [1.490, 6.713, 39.178], [4.143, 9.309, 44.116], [5.324, 9.481, 42.785], [5.344, 8.059, 43.843], [5.207, 6.930, 41.573], [4.619, 8.306, 40.691], [2.659, 6.113, 41.453], [3.735, 5.940, 40.057], [0.818, 7.400, 38.661], [0.850, 6.040, 39.761], [2.013, 6.135, 38.405], [8.621, 4.880, 48.540], [7.759, 5.413, 47.579], [8.202, 5.632, 46.287], [9.531, 5.381, 45.931], [10.380, 4.853, 46.886], [9.938, 4.628, 48.191], [8.295, 4.705, 49.556], [6.745, 5.729, 47.796], [7.499, 6.045, 45.573], [9.918, 5.635, 44.954], [11.422, 4.721, 46.610], [10.596, 4.253, 48.965]], "forces_ev_per_a": [[-0.3694, 0.2929, 0.0917], [0.2623, -0.7827, 0.1832], [-0.3756, 0.3681, -0.1814], [0.1707, 0.3644, -0.3771], [-0.0528, -0.0505, 0.0241], [-0.9388, -0.4431, -1.2508], [0.7901, -0.5851, -0.0842], [0.0147, 0.0856, 0.1178], [-0.2147, 0.0228, 0.0571], [-0.0412, 0.5481, 0.5330], [-0.0335, -0.2397, 0.5190], [0.4998, 0.4318, 0.0752], [-0.1541, -0.8661, 1.3881], [0.0921, 0.5712, 0.3931], [0.1352, -0.2823, -0.0557], [-0.1580, -0.0730, -0.3616], [-0.0312, 0.5287, -0.5321], [-0.0225, -0.2351, -0.5487], [0.1138, 0.2649, -0.2561], [-0.5887, 0.2244, -0.1497], [0.2065, 0.0587, 0.0843], [0.2188, -0.2647, -0.4168], [-0.3126, 0.6004, 0.3924], [0.6898, -0.5361, -0.0031], [-0.4344, 0.5574, 0.5851], [0.1211, -0.0883, 0.0408], [0.0828, -0.0107, 0.0071], [0.1468, -0.1637, 0.0396], [-0.2928, 0.0960, 0.3578], [0.0939, 0.1397, 0.0279], [-0.1214, -0.1022, -0.2194], [0.1886, -0.0373, -0.0219], [-0.1633, -0.1300, -0.2707], [0.0861, 0.0068, -0.0514], [0.2271, -0.2661, -0.1999], [-0.3449, -0.0636, 0.4216], [0.4957, -0.4117, -0.5022], [0.4335, -0.6016, 0.4691], [-0.4891, 0.1852, -0.2841], [-0.4174, 0.7249, 0.0058], [1.0307, -0.2153, 0.8253], [0.1909, 0.0600, -0.3374], [-0.0425, -0.0908, -0.1244], [0.0167, 0.1449, 0.0526], [-0.0835, 0.1777, 0.1667], [-0.0542, 0.2551, -0.2509], [0.1070, -0.0918, 0.0490], [0.0108, -0.1007, 0.0291], [-0.0602, 0.0518, -0.1970], [-0.2375, -0.1202, -0.0726], [-0.3762, 0.1182, -0.2077], [0.2197, 0.4843, 0.4979], [0.0314, -0.0700, -0.3147], [-0.4595, 0.0974, 0.8473], [0.5091, 0.1232, -0.2314], [-0.4373, -0.1887, 0.2815], [0.4650, 0.4800, 0.1385], [0.0057, 0.0343, 0.0450], [-0.2772, -0.3057, -0.0998], [-0.2045, -0.0650, -0.3500], [0.2357, -0.3519, -0.1353], [0.3939, 0.0843, -0.4032], [0.0725, -0.1015, 0.1779], [-0.1961, 0.0461, -0.3428], [-0.2198, -0.2311, -0.0665], [-0.1068, -0.0661, 0.0337], [-0.0870, -0.0019, -0.0717], [0.2609, -0.1776, 0.3138], [-0.1230, -0.2408, 0.1542], [0.3637, 0.8937, -0.3496], [-0.2914, -0.4501, -0.3521], [0.2320, 0.3037, 0.2805], [-0.5056, 0.0097, -0.5426], [-0.0695, 0.1376, -0.1101], [-0.1289, 0.0706, -0.1248], [0.0949, -0.0524, -0.1274], [-0.2068, -0.2250, 0.4704], [-0.1050, -0.1352, -0.1193], [0.1261, -0.0306, 0.1422], [0.0715, -0.0053, 0.0055], [0.1004, 0.0876, 0.0450], [0.2186, -0.0596, 0.2051], [0.0673, -0.1200, 0.1127], [-0.1277, 0.3227, -0.2985], [0.0440, -0.0152, 0.0372], [0.2209, 0.2740, -0.2394], [-0.5027, 0.0413, 0.3874], [0.4427, 0.3420, 0.1655], [-0.1611, -0.2903, -0.0529], [-0.0833, 0.0427, 0.0022], [-0.0242, -0.2961, 0.2958], [0.1533, 0.0065, -0.1322], [-0.2201, -0.1600, -0.1360], [-0.0024, -0.2296, 0.1579], [0.1958, -0.0390, -0.1766]], "lowdin_charge": [0.62, -0.57, -0.05, -0.08, -0.01, 0.07, -0.44, 0.06, 0.05, 0.07, 0.07, 0.11, 0.04, -0.44, 0.06, 0.08, 0.11, 0.07, 0.08, -0.08, -0.21, -0.19, -0.19, -0.25, -0.08, 0.10, 0.08, 0.07, 0.14, 0.12, 0.13, 0.14, 0.09, 0.10, 0.09, -0.06, -0.24, -0.19, -0.17, -0.26, -0.09, 0.08, 0.10, 0.09, 0.13, 0.14, 0.14, 0.14, 0.10, 0.09, 0.10, -0.09, -0.16, -0.23, -0.22, -0.18, -0.13, 0.09, 0.09, 0.08, 0.11, 0.12, 0.11, 0.13, 0.09, 0.09, 0.09, -0.12, -0.19, -0.20, -0.21, -0.17, -0.13, 0.09, 0.09, 0.07, 0.12, 0.14, 0.12, 0.13, 0.09, 0.09, 0.09, -0.10, -0.10, -0.11, -0.09, -0.08, -0.09, 0.10, 0.10, 0.08, 0.08, 0.09, 0.10]}